(1)
Density functional theory data (ωB97M-V with the def2-TZVPD basis set) for C28H28BrClN4PSTi as an isolated structure.

Each line ends with the Löwdin spin population.
Element x y z (Å)
Ti: -1.51763 -0.49423 -0.51996  1.046
N: -3.29127 3.33044 -1.84929  0.021
C: -2.83088 2.27482 -1.08341  0.040
S: -3.50328 0.67753 -1.39326  0.002
N: -1.92895 2.53666 -0.19611  0.005
N: -1.47311 1.37589 0.43306  0.202
C: -1.26647 1.45216 1.74444  0.155
C: -1.18854 2.75183 2.45800  0.014
C: -0.28305 3.72674 2.04340  0.011
C: -0.20204 4.94150 2.70401  0.000
C: -1.03110 5.20836 3.78622  0.010
C: -1.94525 4.24972 4.20050  -0.001
C: -2.02189 3.03275 3.53911  0.013
C: -1.22476 0.21945 2.44182  0.105
C: -0.94668 0.07988 3.82554  0.041
C: -1.09548 -1.13751 4.42800  0.052
C: -1.51016 -2.24876 3.66620  0.091
C: -1.67828 -2.07145 2.31427  0.017
N: -1.52572 -0.89594 1.69052  0.124
H: -4.21566 3.18698 -2.22221  0.001
H: -3.14637 4.23116 -1.41720  0.001
H: 0.34839 3.52475 1.18795  0.000
H: 0.50842 5.68829 2.37115  0.000
H: -0.96832 6.16034 4.29884  0.001
H: -2.60575 4.45158 5.03488  0.000
H: -2.74414 2.28699 3.84892  0.001
H: -0.63415 0.94354 4.39569  0.001
H: -0.89586 -1.24369 5.48758  0.002
H: -1.64974 -3.22336 4.11077  0.006
H: -1.93079 -2.90866 1.67504  -0.001
C: 1.24866 -2.61178 1.41920  -0.001
P: 0.87978 -1.55828 -0.04004  0.007
C: 1.91185 -0.11702 0.52263  0.002
C: 2.04100 -2.23740 -1.29009  0.002
C: 2.35685 -3.59230 -1.34099  0.000
C: 3.25016 -4.07890 -2.28382  0.000
C: 3.83635 -3.21794 -3.20212  0.000
C: 3.52447 -1.86742 -3.16824  0.000
C: 2.63771 -1.38276 -2.21649  0.000
H: 0.64465 -3.51475 1.40909  0.000
H: 1.02649 -2.03652 2.31924  0.000
H: 2.30884 -2.87084 1.42221  0.000
H: 2.94013 -0.39000 0.77006  0.000
H: 1.43325 0.31076 1.40748  0.001
H: 1.92465 0.65312 -0.24868  0.000
H: 1.88067 -4.27209 -0.64556  0.000
H: 3.48450 -5.13654 -2.31062  0.000
H: 4.52610 -3.60283 -3.94373  0.000
H: 3.95495 -1.18367 -3.89020  0.000
H: 2.38768 -0.32989 -2.21435  0.000
Br: 1.93689 1.35175 -6.18297  0.001
C: 0.97375 0.83069 -4.61089  0.004
C: 0.91372 1.69851 -3.53601  0.000
C: 0.22337 1.29410 -2.39547  0.005
C: -0.39845 0.04059 -2.28834  -0.011
C: -0.30074 -0.78325 -3.41676  0.002
C: 0.36612 -0.40984 -4.57670  -0.001
H: 1.38724 2.67000 -3.59241  0.000
H: 0.16738 1.99743 -1.57044  0.001
H: -0.75199 -1.77188 -3.39468  0.000
H: 0.43009 -1.07695 -5.42613  0.000
Cl: -2.41025 -2.77701 -0.94151  0.013
C: -0.71522 -3.65299 -0.96137  0.014
H: -0.62056 -3.84771 -2.03985  0.000
H: -1.00159 -4.63417 -0.54596  0.002

Forces on atoms 1 to 6 (eV/Å):
-0.082 0.148 0.351
-0.160 -0.052 0.001
0.117 -0.302 0.124
0.004 0.199 -0.106
0.117 -0.173 0.012
-0.199 -0.181 -0.175

Output
* energy: -5926.08025 hartree
* spin multiplicity: 3
* relative energy (zero: lowest compared OMol25 entry of this formula, charge and spin): 64.6 kcal/mol
* gap between HOMO and LUMO (spin up / spin down): 5.80 / 6.56 eV
* net charge: -1

(2)
Density functional theory data (ωB97M-V with the def2-TZVPD basis set) for C32H97HfN7O14 as an isolated structure in a non-equilibrium geometry.

Each line ends with the Löwdin charge.
Element x y z (Å)
Hf: -5.55720 -8.44726 14.74545  2.192
C: -6.10551 -9.96316 19.09830  -0.075
C: -6.87201 -9.06301 18.16731  -0.352
O: -6.02977 -8.62034 17.12394  -0.335
H: -5.72297 -10.86805 18.62614  0.068
H: -6.74323 -10.12253 19.96779  0.089
H: -5.23982 -9.38602 19.42326  0.085
H: -7.23911 -8.22763 18.76354  0.112
H: -7.68347 -9.65884 17.74944  0.094
C: -9.53684 -10.40179 15.41661  -0.067
C: -8.19325 -10.84911 14.85883  -0.333
O: -7.41688 -9.89152 14.15722  -0.324
H: -10.14763 -11.18904 15.85852  0.065
H: -10.04522 -9.82011 14.64764  0.052
H: -9.32595 -9.72649 16.24582  0.051
H: -8.50139 -11.66023 14.19911  0.106
H: -7.67381 -11.21371 15.74503  0.091
O: -8.37676 -10.30823 11.28886  -0.047
H: -8.98276 -9.58231 11.14041  -0.018
H: -8.09693 -10.20507 12.19841  -0.021
O: -5.49428 -12.84626 13.03662  -0.043
H: -6.31432 -12.71770 12.55994  0.052
H: -5.58091 -13.71283 13.43385  -0.015
O: -4.73879 -9.96849 12.97661  -0.084
H: -4.72420 -9.81986 12.03113  0.101
H: -4.81158 -10.91842 13.06912  0.030
O: -7.60547 -7.31170 15.20640  -0.143
H: -7.85085 -6.60882 15.80806  0.031
H: -8.32118 -7.34506 14.57167  -0.010
O: -4.74775 -10.50970 15.68427  -0.090
H: -3.91669 -10.80006 16.06010  0.105
H: -5.30168 -11.29026 15.69488  0.048
C: -11.49181 -7.23267 13.86040  -0.026
C: -10.51105 -7.77305 12.81096  -0.417
C: -10.95300 -7.55784 11.35967  -0.154
O: -10.20403 -8.43578 10.50020  -0.218
C: -10.53627 -8.32035 9.15910  -0.113
N: -9.22149 -7.09034 12.97674  0.048
H: -10.92614 -7.42752 14.77152  0.054
H: -12.46098 -7.72191 13.95764  0.097
H: -11.58988 -6.18675 13.56967  0.092
H: -10.51275 -8.85636 12.93154  0.105
H: -10.75375 -6.51223 11.12495  0.135
H: -12.01908 -7.78153 11.39901  0.141
H: -10.06863 -8.97272 8.42166  0.104
H: -10.50267 -7.30136 8.77359  0.094
H: -11.57371 -8.55902 8.92490  0.095
H: -8.51450 -7.45440 12.35408  0.080
H: -9.25216 -6.12021 12.69745  0.102
C: -12.16652 -13.46866 10.21959  -0.060
C: -11.71513 -12.09700 10.53077  -0.449
C: -11.44285 -11.86381 12.01056  -0.198
O: -12.64762 -12.05068 12.76682  -0.152
C: -12.37109 -11.93478 14.13822  -0.119
N: -10.48523 -11.93597 9.80406  0.049
H: -13.14028 -13.58760 10.69471  0.085
H: -11.48380 -14.28732 10.44714  0.091
H: -12.44681 -13.52661 9.16784  0.088
H: -12.38853 -11.28128 10.26764  0.149
H: -11.05163 -10.85480 12.14075  0.094
H: -10.65442 -12.51287 12.39162  0.110
H: -11.59475 -12.63006 14.45758  0.072
H: -13.25720 -12.13311 14.74119  0.084
H: -11.99041 -10.93763 14.35933  0.062
H: -10.02157 -11.06121 10.00386  0.024
H: -9.79215 -12.65528 9.95349  0.079
C: -9.59114 -13.07897 17.89198  -0.054
C: -9.03054 -13.71897 19.16412  -0.358
C: -8.88944 -15.26772 19.13915  -0.165
O: -10.17325 -15.92909 19.21069  -0.221
C: -10.73497 -16.05214 20.53822  -0.064
N: -7.77300 -13.01890 19.52222  0.065
H: -9.39524 -12.00772 17.84560  0.051
H: -10.67442 -13.19776 17.86990  0.064
H: -9.11735 -13.44040 16.97930  0.055
H: -9.80363 -13.43076 19.87642  0.127
H: -8.31331 -15.65473 19.97962  0.117
H: -8.30760 -15.65592 18.30317  0.091
H: -11.62335 -16.64049 20.30860  0.091
H: -10.99139 -15.05389 20.89296  0.081
H: -10.03234 -16.60818 21.15889  0.090
H: -7.01228 -13.21166 18.88641  0.018
H: -7.92312 -12.02596 19.41433  0.034
C: -10.40297 -4.87732 19.01584  -0.051
C: -9.88363 -6.06671 18.22800  -0.417
C: -10.97127 -7.15255 17.92019  -0.151
O: -11.66199 -7.48646 19.13971  -0.212
C: -11.09324 -8.39400 20.06010  -0.078
N: -9.28773 -5.59146 16.97456  0.035
H: -10.79690 -5.12274 20.00209  0.087
H: -11.12367 -4.23895 18.50478  0.091
H: -9.52326 -4.27121 19.23226  0.080
H: -9.09585 -6.48836 18.85226  0.117
H: -10.48154 -8.02598 17.48963  0.099
H: -11.70088 -6.70301 17.24663  0.126
H: -11.69828 -8.57532 20.94845  0.103
H: -10.09338 -8.03292 20.30094  0.081
H: -11.08589 -9.31026 19.46975  0.069
H: -8.65257 -4.82286 17.13553  0.085
H: -10.01986 -5.25692 16.36451  0.083
C: -10.95369 -15.65176 14.13468  -0.059
C: -9.62496 -15.57858 14.75829  -0.436
C: -9.10328 -16.90093 15.33731  -0.160
O: -7.75112 -16.81486 15.80654  -0.260
C: -7.14877 -18.06175 16.20744  -0.059
N: -8.73890 -15.08016 13.68826  0.071
H: -11.17421 -14.96226 13.31978  0.072
H: -11.77346 -15.55683 14.84677  0.078
H: -11.11107 -16.64766 13.72055  0.091
H: -9.55208 -14.92504 15.62759  0.102
H: -9.25689 -17.65721 14.56753  0.131
H: -9.68411 -17.18591 16.21454  0.135
H: -7.52613 -18.47323 17.14360  0.095
H: -6.11053 -17.75126 16.32474  0.078
H: -7.25348 -18.82499 15.43634  0.096
H: -8.86775 -14.08076 13.61966  0.045
H: -7.79423 -15.23184 14.01182  0.016
C: -3.71941 -13.93648 15.39595  -0.036
C: -4.93042 -14.87422 15.56668  -0.370
C: -6.00870 -14.12866 16.39800  -0.135
O: -5.65399 -13.88338 17.80628  -0.213
C: -5.48524 -15.03281 18.56722  -0.119
N: -5.46701 -15.42198 14.28853  0.052
H: -3.79770 -12.89730 15.07646  0.044
H: -3.06947 -14.38000 14.64165  0.090
H: -3.23709 -13.96709 16.37295  0.090
H: -4.69351 -15.72293 16.20830  0.118
H: -6.95373 -14.66807 16.33444  0.100
H: -6.17301 -13.16583 15.91421  0.090
H: -5.53233 -14.91222 19.64950  0.111
H: -4.59963 -15.57767 18.24026  0.088
H: -6.22447 -15.80508 18.35448  0.074
H: -6.11568 -16.16310 14.51229  0.054
H: -4.79381 -15.92505 13.72832  0.103
C: -14.06883 -15.78586 17.91708  -0.072
C: -13.97294 -14.45567 18.58928  -0.444
C: -13.75795 -13.32057 17.62998  -0.198
O: -13.76179 -12.16739 18.49192  -0.205
C: -13.16568 -11.01121 17.86883  -0.082
N: -15.27319 -14.30135 19.24687  0.052
H: -13.20127 -15.96040 17.28070  0.069
H: -14.92947 -15.85284 17.25157  0.081
H: -14.27010 -16.58733 18.62789  0.087
H: -13.13383 -14.45917 19.28497  0.133
H: -14.57852 -13.18814 16.92484  0.134
H: -12.77958 -13.29587 17.15010  0.097
H: -13.60089 -10.87401 16.87895  0.076
H: -12.10830 -11.23673 17.73028  0.058
H: -13.32210 -10.07964 18.41271  0.087
H: -15.32740 -13.40964 19.71804  0.068
H: -16.03262 -14.26377 18.58207  0.077

Forces on atoms 1 to 6 (eV/Å):
-7.614 -6.129 5.562
0.578 0.723 0.203
0.221 -0.807 -0.273
1.784 1.343 -4.944
-0.374 -0.188 0.136
0.197 -0.511 0.059

Output
* energy: -2761.24495 hartree
* spin multiplicity: 1
* gap between HOMO and LUMO: 2.67 eV
* net charge: +2

(3)
Density functional theory data (ωB97M-V with the def2-TZVPD basis set) for C60H67As3GeN3O2PPbS as an isolated structure in a non-equilibrium geometry.

Each line ends with the Löwdin spin population.
Element x y z (Å)
Pb: -0.03513 0.64172 -0.59437  0.000
C: 1.80728 4.56607 0.27702  0.000
As: 1.13427 3.22947 -0.98696  0.000
C: 2.71331 3.09333 -2.12308  0.000
C: 0.04657 4.32070 -2.24879  0.002
C: -1.32674 4.87838 -1.82701  0.031
C: -1.24788 5.50125 -0.42729  0.012
C: -2.44315 3.82283 -1.83643  0.001
As: -2.40298 2.26971 -0.59783  0.000
C: -3.98603 1.42785 -1.38345  0.000
C: -3.20759 2.94593 1.04380  0.000
C: -1.71872 6.02890 -2.79052  0.100
As: -1.77600 5.87662 -4.78606  0.613
C: 0.08009 5.89097 -5.39003  0.098
C: -2.32033 4.08259 -5.34974  0.095
H: 1.81145 5.54699 -0.19624  0.000
H: 2.82886 4.29879 0.54204  0.000
H: 1.19215 4.59068 1.17257  0.000
H: 2.98852 4.06724 -2.52775  0.000
H: 2.54493 2.39344 -2.94116  0.000
H: 3.53370 2.71831 -1.51473  0.000
H: -0.06464 3.69204 -3.13968  0.001
H: 0.69500 5.16032 -2.51572  0.000
H: -0.96624 4.73149 0.29347  0.003
H: -2.21225 5.91990 -0.13623  0.000
H: -0.51324 6.30618 -0.39297  0.000
H: -2.52642 3.37690 -2.82910  0.000
H: -3.39323 4.32214 -1.62521  0.000
H: -4.81438 2.13641 -1.39078  0.000
H: -4.27285 0.55706 -0.79813  0.000
H: -3.78490 1.11289 -2.40784  0.000
H: -4.02183 3.62845 0.80146  0.000
H: -2.47165 3.45362 1.66235  0.000
H: -3.60702 2.09920 1.60156  0.000
H: -1.03633 6.87151 -2.64789  0.001
H: -2.71171 6.39525 -2.51744  0.003
H: 0.62922 6.70130 -4.91489  -0.001
H: 0.09219 6.06115 -6.46706  0.002
H: 0.55495 4.93266 -5.18297  0.020
H: -3.33733 3.86022 -5.03488  0.000
H: -1.62471 3.33205 -4.97600  0.019
H: -2.29352 4.06997 -6.43988  0.001
C: -2.31467 -1.80395 -2.65450  0.000
Ge: -2.85447 -2.56783 -0.91168  0.000
C: -2.58990 -4.48312 -0.61682  0.000
C: -2.62904 -4.94582 0.69827  0.000
C: -2.43578 -6.29013 0.96771  0.000
C: -2.22298 -7.18010 -0.07748  0.000
C: -2.17394 -6.72269 -1.38541  0.000
C: -2.35233 -5.37449 -1.65828  0.000
C: -4.38183 -1.69777 -0.04049  0.000
C: -4.19678 -0.94258 1.09368  0.000
C: -5.28518 -0.31305 1.72408  0.000
C: -6.54626 -0.43686 1.20445  0.000
C: -6.77934 -1.20810 0.04263  0.000
C: -8.07442 -1.36995 -0.50320  0.000
C: -8.28169 -2.16694 -1.59531  0.000
C: -7.20238 -2.83949 -2.19886  0.000
C: -5.93778 -2.69256 -1.70066  0.000
C: -5.68402 -1.87068 -0.57826  0.000
H: -3.11393 -1.91619 -3.38599  0.000
H: -1.42801 -2.31893 -3.02355  0.000
H: -2.10042 -0.74033 -2.53402  0.000
H: -2.81446 -4.25065 1.51171  0.000
H: -2.46554 -6.64513 1.98913  0.000
H: -2.10438 -8.23437 0.13144  0.000
H: -2.00163 -7.41793 -2.19563  0.000
H: -2.30897 -5.02256 -2.68285  0.000
H: -3.19802 -0.83325 1.50600  0.000
H: -5.12084 0.25828 2.62913  0.000
H: -7.38537 0.04331 1.69205  0.000
H: -8.90419 -0.85969 -0.03074  0.000
H: -9.27819 -2.28911 -1.99639  0.000
H: -7.38465 -3.48225 -3.04928  0.000
H: -5.11349 -3.23855 -2.15328  0.000
O: -0.04516 2.28582 1.72658  0.000
S: 0.11724 0.85624 2.15359  0.000
C: -0.28021 0.70655 3.90981  0.000
C: 0.07334 1.75409 4.74288  0.000
C: -0.09735 1.59463 6.10830  0.000
C: -0.60169 0.39906 6.60922  0.000
C: -0.95416 -0.63696 5.75645  0.000
C: -0.79725 -0.48726 4.38524  0.000
C: 1.87467 0.61195 2.35990  0.000
C: 2.32850 -0.74943 2.76742  0.000
C: 4.48876 -0.60859 2.91435  0.000
C: 4.89857 0.76455 2.51041  0.000
C: 4.06731 1.77784 2.24354  0.000
C: 2.62570 1.70381 2.20009  0.000
H: 0.47249 2.67046 4.32634  0.000
H: 0.17203 2.39771 6.78014  0.000
H: -0.72543 0.27384 7.67623  0.000
H: -1.35117 -1.56205 6.15073  0.000
H: -1.07211 -1.28311 3.70234  0.000
H: 1.49735 -1.43365 2.94571  0.000
H: 5.34972 -1.20542 3.20436  0.000
H: 5.96303 0.96357 2.50041  0.000
H: 4.49817 2.74461 2.01419  0.000
H: 2.09829 2.62189 1.96466  0.000
O: 2.47169 0.06234 -0.28581  0.000
P: 3.54202 -0.93826 0.09137  0.000
C: 3.33747 -2.40426 -0.97624  0.000
C: 4.28908 -3.41953 -1.07209  0.000
C: 4.13913 -4.43215 -2.00374  0.000
C: 3.06279 -4.42918 -2.87765  0.000
C: 2.12324 -3.41176 -2.80675  0.000
C: 2.26326 -2.40720 -1.86267  0.000
C: 5.23575 -0.42144 -0.25138  0.000
C: 5.47391 0.58567 -1.17904  0.000
C: 6.77164 0.87447 -1.57052  0.000
C: 7.83171 0.14787 -1.04717  0.000
C: 7.59867 -0.84825 -0.10864  0.000
C: 6.30331 -1.14205 0.28319  0.000
C: 3.50230 -1.35942 1.92566  0.000
C: 3.32539 -0.58521 3.95658  0.000
C: 3.29109 -1.71248 4.93128  0.000
C: 3.41334 -3.00227 4.60692  0.000
C: 3.61884 -3.51973 3.26671  0.000
C: 3.66345 -2.83926 2.11543  0.000
H: 5.16274 -3.41674 -0.43554  0.000
H: 4.88093 -5.21657 -2.05900  0.000
H: 2.97077 -5.20062 -3.62979  0.000
H: 1.30142 -3.38593 -3.51132  0.000
H: 1.54612 -1.59546 -1.83209  0.000
H: 4.63257 1.13121 -1.58598  0.000
H: 6.95425 1.65304 -2.29885  0.000
H: 8.84031 0.35425 -1.37762  0.000
H: 8.42774 -1.40042 0.31242  0.000
H: 6.12994 -1.93332 1.00442  0.000
H: 3.24426 0.36715 4.47763  0.000
H: 3.14017 -1.44561 5.96989  0.000
H: 3.39015 -3.73760 5.40104  0.000
H: 3.75013 -4.59322 3.19369  0.000
H: 3.86801 -3.41326 1.22533  0.000
N: -1.32637 -1.77762 0.16237  0.000
C: -0.57704 -2.66841 0.48191  0.000
N: 0.17848 -3.53674 0.89148  0.000
C: 0.66412 -4.62222 0.31335  0.000
N: 1.09179 -5.57893 -0.16548  0.000

Forces on atoms 1 to 6 (eV/Å):
0.731 -0.935 -0.424
-0.172 -0.112 -0.013
0.441 0.901 -0.415
-0.082 -0.061 -0.035
-0.040 0.033 0.071
0.155 -0.666 -0.131

Output
* energy: -12356.93954 hartree
* spin multiplicity: 2
* gap between HOMO and LUMO (spin up / spin down): 5.72 / 2.87 eV
* net charge: +3

Q: The highest net charge belongs to which entry?
A: C60H67As3GeN3O2PPbS

Q: Among the records above, which one has the highest net charge?
A: C60H67As3GeN3O2PPbS

Q: net charge of number 2 (C32H97HfN7O14)?
A: +2